# 1
ORCA calculation (wB97M-V/def2-TZVPD) on a molecular structure, C15H8CoN3O5 at a distorted geometry.

Results
- max |F| (eV/A) = 9.5
- spin multiplicity = 4
- E_HOMO (alpha / beta) (eV) = -11.23 / -11.48
- ΔE to the lowest compared entry with this formula, charge and spin (eV) = 0.0000
- LUMO energy (alpha / beta) (eV) = -4.8 / -6.7
- net charge = +1

Structure (XYZ):
```
32
Properties=species:S:1:pos:R:3:forces:R:3
O -0.4880 -2.7030 -1.9883 -0.784 -0.575 -0.327
C -0.7229 -1.6273 -1.6298 1.194 1.028 0.164
Co -0.5306 1.4748 -0.0310 -2.081 2.060 -1.912
C 0.7940 1.3552 0.9888 7.323 0.044 5.977
O 1.7406 1.2939 1.6528 -3.058 0.159 -2.133
C -0.9006 3.3546 0.1174 -3.818 4.974 -1.962
O -1.4881 4.3160 -0.1493 2.790 -3.567 1.497
C -1.2958 0.2180 0.9277 -3.547 -5.048 4.029
O -1.7401 -0.5138 1.7152 1.708 2.862 -3.015
C 0.6320 0.6951 -1.1435 4.285 -3.284 -4.469
O 1.5698 0.2952 -1.7059 -3.239 1.877 2.065
H -1.5740 -0.9379 -1.5087 -1.002 -0.599 -0.194
N 5.6084 -9.1382 -0.8010 -1.429 2.370 0.636
C 5.0212 -8.1613 -0.5251 1.318 -2.165 -0.566
C 4.3041 -6.9639 -0.1594 -0.173 0.289 -0.285
C 3.7891 -6.1189 -1.1615 -0.123 0.165 0.492
C 3.0865 -4.9646 -0.8044 0.167 -0.211 -0.275
C 2.9026 -4.6465 0.5417 0.769 -1.235 0.464
C 3.4189 -5.4842 1.5478 0.357 -0.611 -0.959
C 4.1211 -6.6477 1.1890 -0.364 0.614 0.142
N 2.1969 -3.5028 0.9240 -1.071 1.814 -0.095
C 1.9550 -3.0451 2.2186 -0.320 0.311 -0.906
C 1.1811 -1.9234 2.1001 0.507 -0.732 0.053
N 0.9555 -1.6730 0.7746 -0.151 0.300 -1.192
C 1.5631 -2.6088 0.0621 0.581 -0.469 2.496
H 3.9363 -6.3677 -2.2113 -0.039 0.056 0.287
H 2.6850 -4.3130 -1.5894 0.264 -0.433 0.330
H 3.2835 -5.2587 2.5944 -0.001 -0.013 -0.039
H 4.5220 -7.3064 1.9614 -0.140 0.230 -0.257
H 2.3420 -3.5226 3.0841 0.138 -0.250 0.343
H 0.7847 -1.3025 2.9042 0.166 -0.244 -0.378
H 1.6287 -2.7412 -0.9996 -0.226 0.284 -0.010
```
Forces are in eV/Å.

The net atomic charges from Mulliken, expressed in e, are: -0.282 0.083 0.023 0.401 -0.203 0.442 -0.126 0.372 -0.198 0.464 -0.183 0.180 -0.465 0.014 0.394 -1.114 -0.570 2.179 -0.453 -1.056 0.258 -0.288 -0.886 -0.076 -0.504 0.437 0.251 0.289 0.430 0.394 0.378 0.415


# 2
ORCA calculation (wB97M-V/def2-TZVPD) on a molecular structure, C15H8N3O5Ti at a distorted geometry.

Results
- max |F| (eV/A) = 7.5
- spin multiplicity = 1
- E_HOMO (alpha / beta) (eV) = -17.67 / -17.69
- LUMO energy (alpha / beta) (eV) = -14.7 / -14.7
- net charge = +3

Structure (XYZ):
```
32
Properties=species:S:1:pos:R:3:forces:R:3
O 5.4481 1.3865 0.5572 -1.724 -2.187 -1.499
C 4.8193 0.5915 0.0292 2.319 2.874 1.464
Ti 2.7009 -2.1145 0.4152 -2.448 0.336 2.099
O 2.3502 -0.7642 -2.5286 0.934 -2.026 4.153
C 2.5615 -1.2566 -1.5078 -0.364 2.801 -4.867
C 1.0883 -3.4991 -0.6975 -3.503 -3.521 -1.621
O 0.2875 -4.2763 -0.9979 3.522 3.565 1.250
C 1.9878 -4.6375 1.7258 1.388 -0.919 4.045
O 2.2015 -5.0936 2.7581 -0.975 1.336 -3.787
C 4.3695 -3.1427 -0.6201 5.177 -3.148 -4.338
O 5.1809 -3.6194 -1.3098 -4.458 2.659 3.930
H 3.6144 -0.6492 0.6136 -0.512 -0.923 -0.968
N -5.9356 4.0535 -1.8463 1.724 -1.205 0.804
C -5.0377 3.4290 -1.4304 -1.355 0.915 -0.712
C -3.9300 2.6698 -0.9233 -0.008 0.144 0.287
C -3.5418 2.8180 0.4190 0.618 -0.314 0.671
C -2.4529 2.0892 0.9232 -0.722 0.676 0.283
C -1.7387 1.2151 0.0901 -0.813 0.648 -0.274
C -2.1375 1.0544 -1.2507 -0.675 0.400 -0.434
C -3.2248 1.7822 -1.7512 0.825 -0.800 -0.208
N -0.6175 0.5431 0.5874 0.775 -0.577 -0.877
C -0.0787 0.6238 1.8736 0.206 -0.292 -0.234
C 1.0135 -0.1694 1.8896 -0.733 0.392 0.292
N 1.0930 -0.7988 0.6556 2.425 -1.523 -0.432
C 0.1727 -0.2879 -0.1358 -1.553 0.309 0.208
H -4.0960 3.5069 1.0672 0.302 -0.342 -0.246
H -2.1688 2.2164 1.9761 -0.280 0.054 -0.578
H -1.6109 0.3680 -1.9113 -0.272 0.254 0.032
H -3.5319 1.6607 -2.7952 0.162 0.022 0.438
H -0.5414 1.2054 2.6370 0.027 0.262 0.330
H 1.7414 -0.3286 2.6541 0.127 -0.056 0.525
H 0.0137 -0.5757 -1.1663 -0.136 0.185 0.262
```
Forces are in eV/Å.

The net atomic charges from Mulliken, expressed in e, are: -0.073 0.220 0.216 -0.059 0.528 0.388 -0.032 0.065 -0.016 0.487 -0.028 0.419 -0.272 -0.191 0.499 -1.093 -0.528 2.544 -0.575 -1.110 0.290 -0.327 -0.887 0.316 -0.545 0.480 0.272 0.251 0.474 0.471 0.490 0.328


# 3
ORCA calculation (wB97M-V/def2-TZVPD) on a molecular structure, C15H9MnN4O4Se at a distorted geometry.

Results
- max |F| (eV/A) = 2.7
- spin multiplicity = 6
- E_HOMO (alpha / beta) (eV) = -4.94 / -5.03
- ΔE to the lowest compared entry with this formula, charge and spin (eV) = 0.0752
- LUMO energy (alpha / beta) (eV) = 2.5 / 2.5
- net charge = -1

Structure (XYZ):
```
34
Properties=species:S:1:pos:R:3:forces:R:3
Mn -0.6954 -2.0961 -0.1798 0.355 -0.590 0.335
O 1.1119 -3.1779 0.5226 -0.243 0.288 0.095
N 1.6554 -2.6559 1.5412 -0.325 0.131 0.357
N 0.9282 -1.7859 2.1534 -0.339 0.326 -1.032
O -0.2544 -1.3525 1.6804 0.689 -0.687 0.335
C 1.5330 -0.8888 3.1115 -0.462 -1.431 -1.486
C 1.3752 0.4423 2.7911 1.050 -0.324 2.455
C 1.7826 1.2940 3.8013 -0.096 2.357 -0.858
C 2.3397 0.8295 4.9758 -0.545 1.189 0.539
C 2.5358 -0.5169 5.1775 0.080 0.454 0.523
C 2.1531 -1.4140 4.2265 -0.313 -0.739 -0.597
H 0.9599 0.7592 1.8898 -0.816 0.358 -1.277
H 1.6582 2.4166 3.6444 0.161 -1.619 0.323
H 2.4508 1.5812 5.7680 0.433 -0.571 -0.192
H 2.8749 -0.8594 6.1180 0.568 -0.321 0.818
H 2.2754 -2.5012 4.3432 -0.208 0.664 -0.085
Se -4.6767 -4.6719 -1.5214 -0.336 -0.165 0.149
C -3.3143 -3.8052 -0.7827 -1.492 -1.016 -1.162
N -2.3751 -3.2351 -0.4531 1.863 1.216 0.993
O -0.4295 1.1936 -0.0356 -0.115 -0.991 -1.532
C -0.5085 0.7026 -1.1645 -0.173 -0.584 0.283
N -0.3080 -0.6560 -1.5831 -0.128 2.511 -0.010
C -0.2393 -0.6344 -2.9818 1.362 -1.907 0.056
O 0.1187 -1.5838 -3.6722 -0.640 0.773 0.530
C -0.5572 0.7139 -3.4945 -0.160 0.365 -1.019
C -0.7053 1.2323 -4.7891 0.102 -0.857 1.043
C -1.3138 2.4322 -4.9506 -1.176 1.623 -0.146
C -1.7917 3.1838 -3.8567 -0.928 0.751 0.608
C -1.4958 2.7286 -2.5489 0.210 0.317 0.366
C -0.8530 1.4835 -2.4124 -0.601 1.377 0.301
H -0.4886 0.7500 -5.7021 0.558 -1.126 -0.473
H -1.5109 2.7344 -5.9901 0.015 0.184 0.643
H -2.5115 4.0803 -4.0307 1.687 -1.532 0.382
H -1.7239 3.2770 -1.5955 -0.037 -0.423 -1.267
```
Forces are in eV/Å.

The net atomic charges from Mulliken, expressed in e, are: 0.669 -0.510 -0.307 0.972 -0.780 0.376 -0.454 -0.279 -0.585 -0.319 -0.555 0.650 0.277 0.319 0.371 0.395 -0.331 0.196 -0.590 -0.625 0.348 -0.237 0.196 -0.659 0.397 -0.660 -0.143 -0.491 -0.265 0.236 0.462 0.318 0.244 0.363


# 4
ORCA calculation (wB97M-V/def2-TZVPD) on a molecular structure, C16H10BrF5LaO at a distorted geometry.

Results
- max |F| (eV/A) = 7.0
- spin multiplicity = 1
- E_HOMO (eV) = -4.78
- LUMO energy (eV) = 2.5
- net charge = -1

Structure (XYZ):
```
34
Properties=species:S:1:pos:R:3:forces:R:3
C -1.0603 -1.2591 -3.1111 -3.673 -0.577 2.540
C -1.1169 -2.2907 -2.0749 -4.006 2.419 -1.248
C -1.8569 -1.7337 -0.9349 -2.772 0.118 -4.090
H -0.6463 -3.2145 -2.1036 0.736 -1.447 -0.001
C -2.2716 -0.3791 -1.2738 -0.871 -3.150 -3.084
C -1.7586 -0.0642 -2.6040 -1.645 -4.014 0.667
H -1.8505 0.8494 -3.0890 -0.115 1.408 -0.779
H -0.5829 -1.3442 -4.0236 0.828 -0.112 -1.585
H -1.9873 -2.1950 -0.0128 -0.180 -0.678 1.242
H -2.7693 0.2830 -0.6443 -0.635 0.987 1.004
La 0.1057 -0.4735 -1.1274 -0.175 1.816 6.754
Br 0.9457 -2.3725 0.3675 1.940 -3.827 2.609
C 2.1253 0.6812 -0.8542 2.263 0.654 -4.258
C 1.2766 1.4794 -1.7451 3.938 -1.785 -2.468
C 1.0990 0.7200 -2.9883 4.046 0.114 2.362
H 0.8085 2.3775 -1.5046 -0.710 1.237 0.435
C 1.8314 -0.5514 -2.8494 1.450 3.718 1.691
C 2.4868 -0.5502 -1.5447 0.305 3.766 -2.328
H 3.0401 -1.3310 -1.1457 0.834 -1.135 0.597
H 2.3525 0.9112 0.1356 0.277 0.327 1.355
H 0.5289 1.0135 -3.7968 -1.031 0.493 -1.477
H 1.8644 -1.3208 -3.5428 0.035 -1.256 -1.161
F -0.2449 0.6839 6.1118 0.015 0.030 -0.002
C -0.2303 0.7875 4.7677 -0.022 0.027 -0.690
C 0.2917 1.9334 4.1474 -0.145 -0.333 0.310
F 0.7843 2.9349 4.9148 -0.159 -0.317 -0.187
C 0.3087 2.0413 2.7697 -0.237 -0.709 -0.139
F 0.8214 3.1425 2.1775 -0.112 -0.212 0.295
C -0.1859 0.9991 1.9238 0.017 0.340 0.483
O -0.1330 1.1346 0.6486 -0.607 0.225 0.709
C -0.7203 -0.1396 2.6028 -0.039 0.123 -0.700
F -1.2561 -1.1538 1.8622 0.009 0.875 0.639
C -0.7420 -0.2498 3.9728 0.257 0.448 0.720
F -1.2576 -1.3491 4.5688 0.184 0.423 -0.214
```
Forces are in eV/Å.

The net atomic charges from Mulliken, expressed in e, are: -0.543 -0.837 -0.577 0.595 -0.558 -0.862 0.625 0.714 0.781 0.601 0.591 -0.690 -0.373 -0.741 -0.692 0.631 -0.602 -0.775 0.661 0.581 0.726 0.599 -0.336 0.591 0.169 -0.319 0.192 -0.344 0.274 -0.575 0.332 -0.289 -0.231 -0.320


# 5
ORCA calculation (wB97M-V/def2-TZVPD) on a molecular structure, C16H10ClF5Ga at a distorted geometry.

Results
- max |F| (eV/A) = 2.7
- spin multiplicity = 1
- E_HOMO (alpha / beta) (eV) = -2.65 / -2.65
- ΔE to the lowest compared entry with this formula, charge and spin (eV) = 1.8351
- LUMO energy (alpha / beta) (eV) = 0.7 / 0.7
- net charge = -1

Structure (XYZ):
```
33
Properties=species:S:1:pos:R:3:forces:R:3
C 2.0164 -2.4608 2.0996 -0.847 -0.080 -0.240
C 2.0814 -2.5031 0.6574 0.258 1.330 0.989
C 0.7274 -2.4846 0.1445 -1.378 0.706 0.737
H 2.9970 -2.6032 0.0563 -0.613 0.135 0.355
C -0.1698 -2.4538 1.2745 1.131 -0.565 -0.087
C 0.6284 -2.4139 2.4795 0.283 -0.625 -0.990
H 0.2402 -2.4045 3.5108 0.342 0.074 -0.811
H 2.8712 -2.4949 2.7966 -0.627 0.174 -0.613
H 0.4271 -2.5561 -0.9158 0.312 0.153 0.795
H -1.2697 -2.4432 1.2277 0.801 0.068 -0.015
Ga 1.0683 -0.1847 1.2158 -0.015 -2.735 0.039
Cl 1.9853 0.7830 2.8678 1.510 0.751 0.365
C 1.2249 2.4518 -3.4811 -0.170 -0.864 -0.404
C -0.0117 1.8084 -3.8268 0.904 -0.378 -0.190
C 0.3004 0.5672 -4.4790 0.646 0.696 0.354
H -1.0175 2.2024 -3.6415 0.414 -0.165 -0.057
C 1.7304 0.4447 -4.5389 -0.468 0.763 0.425
C 2.3019 1.6096 -3.9223 -0.911 -0.310 -0.098
H 3.3720 1.8254 -3.8229 -0.441 -0.086 -0.035
H 1.3282 3.4262 -2.9906 -0.039 -0.392 -0.192
H -0.4248 -0.1495 -4.8822 0.300 0.294 0.184
H 2.2870 -0.3844 -4.9915 -0.225 0.344 0.197
F -0.5449 -0.2173 4.0495 0.060 0.018 0.233
C -1.2369 0.3240 3.0510 0.372 0.108 -1.603
C -0.7418 0.3329 1.7247 -1.509 0.843 -0.102
C -1.5590 0.8835 0.7323 0.369 -0.502 0.965
F -1.1217 0.8814 -0.5321 -0.236 0.144 0.283
C -2.8063 1.3953 1.0458 -0.319 0.187 -0.551
F -3.5818 1.9050 0.0733 0.074 -0.085 0.409
C -3.2587 1.3748 2.3592 -0.602 0.426 -0.315
F -4.4716 1.8737 2.6645 0.382 -0.155 -0.184
C -2.4755 0.8523 3.3601 0.423 -0.399 0.395
F -2.8957 0.8122 4.6341 -0.183 0.128 -0.236
```
Forces are in eV/Å.

The net atomic charges from Mulliken, expressed in e, are: -0.557 -0.507 -0.564 0.439 -0.385 -0.457 0.417 0.397 0.438 0.446 0.445 -0.327 -0.574 -0.525 -0.556 0.416 -0.518 -0.545 0.357 0.353 0.344 0.365 -0.354 0.458 0.096 0.328 -0.231 -0.052 -0.291 0.629 -0.308 0.128 -0.304


# 6
ORCA calculation (wB97M-V/def2-TZVPD) on a molecular structure, C16H10MgN2O4S.

Results
- max |F| (eV/A) = 0.7
- spin multiplicity = 1
- E_HOMO (eV) = -7.93
- ΔE to the lowest compared entry with this formula, charge and spin (eV) = 0.0000
- LUMO energy (eV) = -0.7

Structure (XYZ):
```
34
Properties=species:S:1:pos:R:3:forces:R:3
Mg 0.1518 0.2987 0.3146 -0.179 -0.188 0.259
O 2.1876 -0.7202 -3.3645 -0.161 0.060 -0.008
C 1.7781 -0.3257 -2.1660 0.397 -0.085 0.319
O 0.7988 0.3599 -1.9698 -0.027 -0.047 -0.163
C 2.6448 -0.7831 -1.0268 -0.329 0.247 -0.023
C 3.7960 -1.5310 -1.0843 0.127 -0.059 -0.004
C 4.4165 -1.8270 0.1323 0.083 -0.041 -0.073
C 3.8769 -1.3816 1.3243 0.030 0.012 0.096
C 2.7003 -0.6400 1.2872 -0.179 -0.121 -0.305
N 2.1311 -0.3600 0.1244 0.174 -0.186 0.079
C 1.9299 -0.1052 2.5083 0.137 0.604 -0.255
O 2.4748 -0.2186 3.5901 -0.135 -0.155 0.141
O 0.8337 0.4731 2.1864 0.244 -0.198 0.181
H 1.5433 -0.3830 -4.0064 0.033 -0.025 -0.108
H 4.1959 -1.8724 -2.0284 -0.005 0.002 0.017
H 5.3255 -2.4147 0.1366 -0.008 0.006 -0.001
H 4.3279 -1.5948 2.2833 -0.005 0.002 -0.004
S -4.0133 -1.3115 0.0159 -0.159 0.024 0.053
C -3.1220 -2.7609 0.0290 0.032 -0.070 -0.057
C -1.7783 -2.5316 0.0695 0.200 0.095 0.078
C -1.3930 -1.1485 0.1110 -0.377 -0.117 -0.113
C -2.5454 -0.3914 0.0888 0.157 0.527 -0.076
C -2.5860 1.0833 0.1078 0.310 -0.288 -0.008
C -3.7735 1.8175 0.0913 -0.111 -0.040 -0.007
C -3.7309 3.1923 0.1106 -0.049 0.098 -0.001
C -2.5031 3.8439 0.1532 -0.074 -0.007 -0.004
C -1.3706 3.0646 0.1749 0.132 -0.229 0.014
N -1.3924 1.7245 0.1467 -0.361 0.194 -0.010
H -3.6389 -3.7086 0.0072 0.037 0.007 -0.013
H -1.0727 -3.3540 0.0865 0.003 0.029 0.003
H -4.7221 1.2982 0.0680 0.019 0.000 -0.006
H -4.6516 3.7623 0.0969 0.009 -0.012 0.003
H -2.4283 4.9210 0.1766 0.004 -0.003 0.002
H -0.3909 3.5245 0.2250 0.029 -0.035 -0.007
```
Forces are in eV/Å.

The net atomic charges from Mulliken, expressed in e, are: 0.772 -0.437 0.306 -0.611 0.476 -0.519 -0.296 -0.642 0.431 -0.019 0.458 -0.678 -0.626 0.394 0.508 0.433 0.510 -0.278 -0.454 -0.320 -0.818 0.302 0.995 -0.985 -0.326 -0.745 -0.191 -0.065 0.446 0.372 0.363 0.402 0.406 0.436


The records above yield calculated total energy values of -2499.228561 -1965.019043 -4649.495890 -3795.795477 -3499.919999 -1624.614514 a.u., respectively.